No. 1
A molecular structure, C24H36N2O4 in a non-equilibrium geometry, computed with ωB97M-V with the def2-TZVPD basis set.

```
66
Properties=species:S:1:pos:R:3:nbo_charge:R:1
O 5.614 -1.147 3.444 -0.71
O 7.686 -2.166 0.108 -0.55
O -0.231 -1.629 2.353 -0.49
O -0.568 3.214 -1.937 -0.60
N -2.425 3.476 -0.596 -0.60
N 3.971 -2.443 3.044 -0.36
C 0.269 1.270 0.215 -0.15
C 8.411 -3.396 0.279 -0.27
C 3.044 -2.169 3.997 -0.19
C 1.854 -2.771 1.484 -0.47
C -2.929 4.652 -1.400 -0.25
C -0.330 -0.659 1.405 0.35
C 1.070 -2.209 2.463 0.13
C -5.416 1.577 -4.433 -0.40
C 5.099 -2.065 2.494 0.67
C 0.701 0.216 1.096 -0.35
C -5.442 0.465 -2.201 -0.44
C -5.726 2.482 -3.141 -0.16
C -1.778 -0.205 1.176 -0.23
C -0.959 1.737 0.048 -0.16
C -1.177 2.907 -0.916 0.67
C -6.152 1.523 -2.282 -0.47
C -2.116 0.609 0.383 -0.13
C -4.961 0.225 -3.671 -0.41
C -4.181 4.335 -2.063 -0.40
C 6.927 -1.866 1.321 -0.05
C 3.070 -3.624 2.090 -0.22
C 1.758 -1.319 3.642 -0.42
C -4.138 3.144 -2.979 -0.38
C 5.736 -2.564 1.439 -0.56
H -2.228 4.974 -2.257 0.24
H 6.886 -0.821 1.196 0.22
H -5.121 4.018 -1.232 0.14
H -2.855 3.188 0.085 0.36
H 0.721 -3.073 3.348 0.17
H -6.410 1.494 -4.908 0.17
H -5.930 2.198 -1.287 0.20
H 1.032 2.004 -0.163 0.23
H 2.649 -4.366 2.845 0.21
H -7.203 1.675 -2.332 0.24
H -2.378 -0.737 1.502 0.18
H -4.847 1.809 -5.242 0.20
H 3.728 -4.030 1.338 0.21
H -4.735 5.118 -2.488 0.22
H -6.244 -0.443 -2.294 0.22
H -3.500 2.283 -2.405 0.20
H 2.775 -2.777 4.632 0.18
H 1.211 -3.625 1.111 0.24
H 2.235 -2.186 0.902 0.20
H 3.770 -1.341 4.759 0.23
H -4.604 0.126 -1.680 0.24
H -5.381 -0.408 -4.372 0.22
H 9.099 -3.468 -0.713 0.20
H 9.244 -3.513 1.232 0.18
H 7.696 -1.945 2.270 0.20
H 2.015 -0.490 3.014 0.20
H 1.736 -0.056 0.962 0.22
H -3.775 3.411 -3.881 0.19
H -6.348 3.257 -3.505 0.21
H 5.834 -3.373 1.749 0.23
H -3.813 0.331 -3.660 0.20
H -2.939 5.701 -0.835 0.20
H 1.272 -0.899 4.437 0.23
H -3.170 1.015 0.314 0.21
H 7.744 -4.230 0.227 0.16
H 5.155 -2.418 0.468 0.24
```

As for the multiplicity: 1. The calculation puts the LUMO energy at 0.4 eV. As for the orbital gap: 8.95 eV. For the HOMO energy, the calculation gives -8.5271 eV. The total charge is 0. The energy above the lowest of the compared OMol25 structures with the same formula, charge and spin is 2294.33 kJ/mol. Its energy is -36619.714 eV.

No. 2
A molecular structure, C38H45ClN3O2P2PrSi2 in a non-equilibrium geometry, computed with ωB97M-V with the def2-TZVPD basis set.

```
94
Properties=species:S:1:pos:R:3:lowdin_charge:R:1
Pr 1.756 -0.151 -0.041 1.11
Cl 6.207 0.581 2.841 0.58
P -0.656 1.772 -0.245 0.63
P -0.975 -1.048 1.279 0.67
Si 1.089 2.369 -2.717 0.37
Si 0.485 -3.720 1.060 0.40
O 3.928 0.607 0.477 -0.20
O 2.736 0.011 2.256 -0.07
N 2.942 -1.385 -1.976 -0.04
N 0.207 -2.020 0.749 -0.37
N 0.520 1.562 -1.318 -0.37
C -2.264 1.900 -0.952 -0.33
C 2.847 2.947 -2.292 -0.17
C -2.123 -2.813 4.823 -0.08
C 0.573 3.456 1.634 -0.08
C 4.303 -1.352 -1.988 -0.09
C 2.316 -2.085 -2.957 -0.13
C 3.710 0.657 1.762 -0.67
C 5.060 -2.000 -2.970 -0.03
C -1.321 -2.210 5.793 -0.08
C -0.310 3.368 0.545 -0.27
C 4.679 1.465 2.581 -0.49
C -3.733 2.107 -2.825 -0.06
C -4.887 -1.707 0.620 -0.08
C 0.942 4.694 2.122 -0.09
C 2.991 -2.646 -4.048 -0.04
C 1.891 -3.719 2.448 -0.15
C 0.172 3.968 -3.173 -0.19
C -1.981 -2.481 3.473 -0.13
C -0.478 5.768 0.528 -0.09
C -4.941 -2.391 -0.591 -0.08
C -0.833 4.528 -0.001 -0.11
C -2.498 1.688 -2.292 -0.08
C -2.493 -1.542 0.462 -0.29
C -4.748 2.672 -2.012 -0.08
C -3.735 -2.668 -1.264 -0.10
C 4.400 -2.672 -4.034 -0.03
C 0.724 1.159 -4.200 -0.18
C 0.494 5.894 1.524 -0.08
C -0.404 0.602 0.993 -0.48
C 0.916 -4.510 -0.584 -0.19
C -4.483 2.820 -0.663 -0.08
C -0.606 -1.083 5.388 -0.08
C -3.249 2.413 -0.141 -0.10
C -3.678 -1.166 1.076 -0.11
C -0.920 -4.761 1.798 -0.18
C -0.486 -0.705 4.022 -0.05
C -2.538 -2.164 -0.826 -0.07
C -1.190 -1.424 3.034 -0.28
H -1.423 4.478 -0.924 0.10
H -2.907 -3.516 5.060 0.10
H 4.762 -0.770 -1.200 0.10
H 2.684 -2.999 2.228 0.01
H 1.386 -3.360 3.377 0.03
H 3.307 3.579 -3.105 0.04
H -0.810 -5.796 1.399 0.04
H -0.167 1.543 -4.752 0.03
H -3.047 2.543 0.934 0.12
H 4.934 2.415 2.043 0.10
H -1.741 1.223 -2.941 0.09
H -0.870 -4.851 2.862 0.01
H 0.199 0.071 3.721 0.09
H 0.509 4.339 -4.171 0.04
H -3.787 -3.299 -2.129 0.09
H 4.953 -3.092 -4.875 0.11
H -1.956 -4.456 1.512 0.03
H 2.228 -4.748 2.569 0.01
H 0.859 6.870 1.838 0.10
H -1.647 -2.306 -1.457 0.10
H -5.894 -2.718 -0.975 0.09
H -0.161 -0.373 6.072 0.10
H 1.729 -4.012 -1.117 0.00
H -5.160 3.330 0.018 0.10
H 1.247 -2.217 -2.853 0.11
H 1.562 4.734 3.007 0.10
H -0.952 6.684 0.149 0.11
H 3.575 2.134 -2.112 0.01
H 1.566 1.239 -4.923 0.02
H 0.039 -4.451 -1.264 0.03
H -1.312 -2.563 6.829 0.10
H 0.931 2.512 2.079 0.09
H -3.927 1.981 -3.878 0.09
H 0.543 0.114 -3.940 0.00
H 0.322 4.796 -2.447 0.03
H 4.296 1.704 3.588 0.09
H 2.845 3.581 -1.373 0.05
H -0.911 3.834 -3.243 0.01
H -5.816 -1.519 1.219 0.12
H -3.682 -0.489 1.941 0.12
H 1.115 -5.597 -0.470 0.04
H 2.396 -3.163 -4.778 0.10
H -5.695 2.974 -2.466 0.10
H 6.139 -1.954 -2.972 0.10
H -2.615 -3.013 2.740 0.09
```

As for the multiplicity: 3. The calculation puts the LUMO energy (spin up / spin down) at -0.3 / -0.3 eV. As for the orbital gap (spin up / spin down): 6.34 / 6.38 eV. For the HOMO energy (spin up / spin down), the calculation gives -6.6599 / -6.6883 eV. The total charge is 0. The expectation value of S² is 2.00. Its energy is -109631.117 eV.

No. 3
A single C3H10N2O molecule in a non-equilibrium geometry, computed with ωB97M-V with the def2-TZVPD basis set.

```
16
Properties=species:S:1:pos:R:3:nbo_charge:R:1
O -2.498 -1.831 -0.727 -0.70
N -0.474 -0.565 -0.341 -0.67
N 0.642 2.260 -0.419 -0.84
C 0.435 -0.084 0.650 -0.21
C -1.223 -1.699 -0.015 0.11
C 1.396 0.978 -0.075 -0.22
H 0.305 2.576 0.512 0.35
H 0.041 0.445 1.627 0.15
H -0.634 -2.629 -0.294 0.13
H 1.428 2.897 -0.721 0.36
H 2.035 0.630 -0.926 0.20
H -1.359 -1.848 0.989 0.15
H 1.077 -0.881 1.075 0.20
H -1.006 0.277 -0.569 0.38
H 1.980 1.104 0.822 0.16
H -2.145 -1.629 -1.589 0.46
```

As for the multiplicity: 1. The calculation puts the LUMO energy at 1.0 eV. As for the orbital gap: 9.91 eV. For the HOMO energy, the calculation gives -8.8876 eV. The total charge is 0. The energy above the lowest of the compared OMol25 structures with the same formula, charge and spin is 229.79 kJ/mol. Its energy is -8299.122 eV.

No. 4
A molecular structure, C34H57HgN3O3Si in a non-equilibrium geometry, computed with ωB97M-V with the def2-TZVPD basis set.

```
99
Properties=species:S:1:pos:R:3:lowdin_charge:R:1
Hg -0.006 -0.379 -0.504 1.14
Si 0.468 2.114 -3.029 0.42
O 0.488 -2.808 -2.934 -0.13
O -0.810 -1.163 3.520 0.04
O -1.116 -1.910 -4.629 -0.24
N -0.400 -1.514 1.184 -0.11
N 1.623 1.185 1.252 0.06
N -1.384 1.612 0.967 0.05
C 3.707 0.320 0.280 -0.23
C -0.187 -5.065 -3.780 -0.06
C -1.255 2.551 -3.618 -0.18
C -0.603 -1.325 2.350 -0.55
C 1.909 -2.874 -3.455 -0.14
C -0.940 2.846 1.033 -0.39
C -5.198 0.112 1.893 -0.10
C -4.357 0.573 2.904 -0.06
C 0.376 3.237 1.361 -0.09
C 1.032 3.500 -1.896 -0.16
C 2.721 3.185 2.169 -0.02
C -3.122 1.127 2.602 -0.22
C -3.325 1.145 -1.226 -0.07
C 4.845 -0.466 0.418 -0.08
C 2.787 -3.474 -2.393 -0.04
C 1.529 2.451 1.584 -0.37
C -2.529 -1.802 -4.327 -0.21
C -3.277 -3.052 -4.716 -0.06
C 1.708 1.928 -4.430 -0.18
C 2.812 0.452 1.383 -0.22
C 0.370 0.328 -2.440 -0.45
C 3.486 1.059 -0.995 -0.07
C -0.151 -4.148 -2.591 -0.11
C -2.243 1.628 3.690 -0.06
C 5.138 -1.096 1.626 -0.11
C 4.297 -0.917 2.726 -0.06
C -4.829 0.286 0.560 -0.08
C -0.997 -2.082 -7.066 -0.06
C 3.135 -0.157 2.624 -0.22
C -2.696 1.229 1.246 -0.22
C -3.621 0.877 0.219 -0.23
C -0.639 -1.276 -5.840 -0.22
C 2.263 0.034 3.827 -0.04
C -1.893 3.997 0.775 -0.03
H 6.030 -1.715 1.721 0.09
H 1.649 -0.850 4.037 0.07
H 0.451 -1.192 -5.721 0.12
H 1.964 2.898 -4.869 0.03
H -0.445 -1.691 -7.923 0.09
H 0.532 4.304 1.456 0.08
H 2.634 1.468 -4.055 0.02
H 2.877 0.231 4.714 0.08
H -1.180 1.490 3.466 0.07
H -0.727 -3.138 -6.945 0.08
H -4.664 0.527 3.948 0.11
H 2.504 -4.505 -2.147 0.08
H 3.152 2.638 3.019 0.08
H 1.308 1.270 -5.213 0.01
H -1.346 4.943 0.804 0.07
H -1.057 -0.260 -5.882 0.13
H -6.144 -0.365 2.139 0.09
H 2.575 1.645 -0.929 0.02
H 1.322 -0.154 -2.705 -0.06
H 0.221 3.858 -1.247 0.02
H 0.469 -4.519 -1.770 0.13
H -5.490 -0.031 -0.250 0.10
H -0.390 -0.145 -3.078 -0.05
H -2.371 3.906 -0.211 0.07
H -2.920 -0.916 -4.848 0.13
H 3.814 -3.500 -2.772 0.10
H -2.890 -3.932 -4.191 0.07
H -1.137 -3.857 -2.222 0.14
H 1.888 -3.465 -4.379 0.12
H 2.157 -1.832 -3.674 0.12
H -0.677 -4.606 -4.651 0.07
H -1.782 1.665 -4.000 0.02
H -0.767 -5.955 -3.506 0.10
H 2.793 -2.874 -1.472 0.10
H 5.513 -0.548 -0.437 0.10
H -2.067 -2.008 -7.291 0.08
H -2.287 0.913 -1.491 0.02
H -3.227 -3.225 -5.796 0.07
H 4.540 -1.352 3.696 0.11
H 1.578 0.874 3.695 0.07
H -1.863 2.977 -2.808 0.02
H 1.374 4.348 -2.512 0.04
H -0.150 -2.328 -3.623 0.09
H -1.202 3.295 -4.424 0.03
H 1.869 3.249 -1.235 0.01
H 4.317 1.740 -1.233 0.10
H -3.520 2.188 -1.533 0.07
H 0.818 -5.400 -4.063 0.08
H 2.410 4.174 2.515 0.07
H 3.513 3.318 1.417 0.09
H -2.422 2.699 3.870 0.09
H -2.681 4.034 1.540 0.08
H 3.382 0.385 -1.856 0.06
H -3.970 0.512 -1.850 0.07
H -2.595 -1.623 -3.244 0.13
H -4.329 -2.936 -4.441 0.09
H -2.468 1.099 4.620 0.08
```

As for the multiplicity: 1. The calculation puts the LUMO energy at -0.3 eV. As for the orbital gap: 5.56 eV. For the HOMO energy, the calculation gives -5.8830 eV. The total charge is 0. The energy above the lowest of the compared OMol25 structures with the same formula, charge and spin is 0.00 kJ/mol. Its energy is -58846.123 eV.

> Which value of energy does entry 4 give?

-58846.123 eV